10 unconnected molecules or ions with the total composition C40H80O10. Source: the Open Molecules 2025 dataset; level of theory: the ωB97M-V functional and the def2-TZVPD basis.

Summary:
**HOMO-LUMO gap**: 9.67 eV
**SMILES**: C1CCOC1.C1CCOC1.C1CCOC1.C1CCOC1.C1CCOC1.C1CCOC1.C1CCOC1.C1CCOC1.C1CCOC1.C1CCOC1
**Relative energy (zero: lowest compared OMol25 entry of this formula, charge and spin)**: 14.973 eV

Atoms and positions in Å:
C -27.314 -28.153 -13.245
O -27.352 -24.980 -12.206
H -25.759 -22.010 -11.620
C -36.070 -24.978 -8.772
C -36.379 -31.414 -7.362
H -25.538 -24.450 -11.079
C -27.167 -29.588 -15.054
H -27.053 -27.977 -16.391
H -28.504 -24.440 -10.409
H -26.206 -22.705 -13.219
H -33.666 -29.153 -15.363
H -36.438 -25.881 -8.379
C -26.605 -26.989 -9.300
H -34.508 -26.396 -8.926
C -25.224 -27.485 -9.218
H -29.436 -34.294 -7.324
C -33.921 -24.493 -8.099
H -30.719 -29.289 -12.362
H -25.210 -24.425 -12.738
O -32.109 -26.637 -16.624
H -24.819 -27.687 -10.246
H -36.752 -24.748 -9.703
H -26.164 -29.905 -9.599
H -33.180 -25.941 -15.027
C -35.672 -31.383 -8.738
H -27.947 -27.996 -7.777
C -31.078 -28.298 -12.255
H -26.762 -26.558 -14.610
H -33.224 -27.185 -6.189
H -31.680 -27.871 -15.241
H -30.885 -31.032 -8.575
C -27.717 -27.241 -14.438
H -33.012 -29.101 -12.851
O -31.648 -28.312 -6.453
H -32.067 -27.551 -9.193
C -28.964 -33.437 -9.054
H -29.319 -24.380 -11.764
O -32.934 -28.097 -10.899
C -34.732 -29.774 -7.332
C -26.379 -29.343 -8.690
C -32.143 -27.956 -16.242
H -33.457 -25.203 -16.446
H -26.718 -29.972 -7.896
H -29.239 -34.289 -9.770
H -31.680 -23.563 -10.892
C -31.893 -27.332 -10.308
H -29.296 -30.287 -8.174
H -34.195 -29.774 -9.396
H -24.569 -26.773 -8.574
H -35.150 -27.062 -15.187
H -36.043 -22.941 -8.047
H -30.027 -27.122 -10.956
O -25.223 -28.600 -8.267
C -26.390 -22.866 -12.124
H -26.869 -26.755 -10.284
H -31.744 -22.819 -13.763
O -29.799 -32.191 -7.296
H -29.835 -32.159 -10.251
H -32.685 -27.322 -12.732
C -27.652 -28.241 -15.597
H -31.714 -26.527 -3.793
H -28.112 -28.485 -9.602
H -26.294 -27.837 -12.925
H -30.961 -33.780 -8.256
H -37.402 -31.105 -7.419
H -31.347 -28.527 -16.809
H -31.333 -29.382 -3.894
H -28.657 -28.255 -16.148
H -28.472 -22.473 -12.702
O -33.388 -23.803 -13.013
C -34.188 -22.812 -12.375
H -34.967 -26.993 -16.916
C -29.898 -33.444 -7.818
H -32.869 -27.932 -3.855
H -30.678 -27.603 -12.923
C -30.625 -27.929 -10.843
H -27.939 -33.365 -8.791
H -36.391 -31.658 -9.554
O -27.382 -29.502 -13.619
H -32.988 -20.887 -11.647
C -27.903 -22.811 -11.855
C -28.400 -24.207 -11.524
H -27.923 -27.876 -12.274
H -30.154 -28.743 -10.320
H -34.649 -22.316 -12.969
H -33.413 -21.865 -10.620
C -32.634 -28.310 -12.274
H -30.218 -28.184 -3.681
O -34.841 -24.212 -7.115
C -27.393 -28.205 -8.829
C -33.252 -26.026 -16.002
H -33.551 -23.531 -8.498
H -29.594 -28.029 -5.932
C -29.752 -31.199 -8.424
C -31.793 -22.767 -11.683
C -33.157 -21.990 -11.498
H -27.419 -30.499 -15.611
H -33.941 -30.267 -7.158
H -31.293 -24.503 -13.241
H -33.049 -25.012 -7.814
C -34.694 -25.340 -9.089
H -25.941 -29.512 -14.956
H -36.807 -24.379 -6.941
C -30.888 -28.613 -4.257
C -32.044 -27.529 -4.180
H -34.461 -25.109 -10.285
H -31.653 -26.341 -6.058
H -32.069 -26.356 -10.471
C -30.480 -28.655 -5.741
H -33.795 -28.998 -17.033
C -36.081 -23.931 -7.692
C -33.530 -28.411 -16.151
H -36.353 -32.438 -7.044
H -28.855 -26.889 -14.414
H -34.951 -23.306 -11.794
H -26.674 -26.120 -8.693
H -30.813 -22.260 -11.695
H -35.846 -29.330 -9.000
H -28.041 -31.534 -9.817
C -32.179 -27.194 -5.824
C -29.070 -31.970 -9.516
C -31.975 -23.506 -12.972
C -26.076 -24.302 -11.974
O -35.751 -30.409 -6.587
H -34.866 -32.017 -8.788
C -34.425 -27.158 -16.132
H -34.642 -28.745 -6.867
C -35.065 -29.989 -8.749
H -30.090 -29.778 -6.003
H -28.095 -22.106 -10.937

Löwdin population analysis, charges in e, atoms 1 to 8:
1 C -0.26
2 O -0.14
3 H 0.15
4 C -0.22
5 C -0.19
6 H 0.09
7 C -0.16
8 H 0.07